Below is a molecular structure, C18H20AsF6NO12PS2SbSe4V in a non-equilibrium geometry, with properties calculated with wB97M-V/def2-TZVPD.

Properties
- HOMO-LUMO gap (spin up / spin down) (eV) = 5.1 / 5.1
- lowest unoccupied orbital energy (spin up / spin down) (hartree) = 0.0888 / 0.0899
- spin multiplicity = 2
- net charge = -2
- max |F| (hartree/bohr) = 0.172
- ⟨S²⟩ = 0.761

Positions of all 67 atoms, in Å:
V  -0.832  -0.226  -0.490
O  -0.982  -2.811  2.793
As  -1.666  -1.594  1.730
O  -0.610  -1.577  0.449
O  -2.080  -0.364  2.656
C  -2.920  -2.791  0.884
C  -3.172  -4.040  1.433
C  -3.713  -5.029  0.631
C  -4.002  -4.788  -0.707
C  -3.772  -3.535  -1.250
C  -3.214  -2.558  -0.445
S  -2.877  -0.926  -1.124
O  -3.924  -0.701  -2.056
O  -1.543  -1.114  -1.733
O  -2.774  -0.041  0.009
H  -0.126  -2.482  3.089
H  -2.907  -4.224  2.465
H  -3.899  -6.009  1.048
H  -4.385  -5.584  -1.331
H  -3.998  -3.303  -2.282
C  1.447  1.105  3.368
C  0.817  0.211  2.318
O  1.096  -0.994  2.288
O  0.037  0.780  1.479
H  2.174  0.525  3.930
H  0.664  1.474  4.029
H  1.930  1.944  2.873
Se  4.944  0.052  0.424
Sb  3.304  0.102  -1.403
Se  1.047  -0.107  -0.937
Se  4.328  2.259  -1.894
Se  4.323  -1.468  -2.934
C  -6.371  -2.495  1.670
C  -5.778  -1.122  1.523
C  -5.792  -0.476  0.289
C  -5.338  0.826  0.169
C  -4.865  1.487  1.286
C  -4.813  0.857  2.512
C  -5.261  -0.449  2.624
S  -4.535  3.233  1.149
O  -4.332  3.594  -0.217
O  -5.628  3.870  1.843
N  -3.170  3.613  2.018
C  -2.017  2.856  1.579
C  -1.293  3.563  0.431
C  -0.375  2.551  -0.222
O  0.821  2.694  -0.357
O  -0.997  1.461  -0.602
H  -5.981  -3.190  0.929
H  -7.450  -2.438  1.522
H  -6.178  -2.898  2.662
H  -6.136  -0.992  -0.597
H  -5.311  1.321  -0.791
H  -4.415  1.368  3.377
H  -5.201  -0.944  3.584
H  -3.361  3.538  3.005
H  -2.366  1.870  1.252
H  -1.332  2.689  2.414
H  -0.719  4.424  0.777
H  -2.032  3.867  -0.317
F  -0.342  -0.211  -3.634
P  -0.968  1.273  -3.979
F  0.106  1.904  -2.900
F  -2.026  0.595  -4.984
F  0.124  1.412  -5.145
F  -2.076  1.145  -2.774
F  -1.533  2.750  -4.274



Below is a molecular structure, C18H20BaN6O3S4, with properties calculated with wB97M-V/def2-TZVPD.

Properties
- HOMO-LUMO gap (eV) = 6.7
- lowest unoccupied orbital energy (hartree) = 0.1454
- spin multiplicity = 1
- net charge = -2
- max |F| (hartree/bohr) = 0.012

Positions of all 52 atoms, in Å:
Ba  0.629  -0.888  -0.966
C  -1.987  0.862  2.375
C  -1.213  -0.002  3.362
S  -0.063  -1.191  2.601
C  1.431  -0.848  3.562
C  2.027  0.555  3.457
S  2.284  1.170  1.764
C  1.506  2.802  1.893
C  0.030  2.834  2.280
S  -0.979  1.799  1.194
H  -2.622  0.227  1.761
H  -2.622  1.573  2.912
H  -0.622  0.597  4.056
H  -1.937  -0.561  3.959
H  1.216  -1.067  4.612
H  2.150  -1.575  3.188
H  1.407  1.288  3.975
H  2.998  0.545  3.956
H  2.089  3.428  2.572
H  1.634  3.215  0.889
H  -0.133  2.493  3.302
H  -0.331  3.863  2.223
O  0.045  -3.276  -1.863
N  -1.197  -3.310  -2.313
C  -2.090  -4.062  -1.638
C  -3.394  -4.180  -2.028
C  -3.809  -3.486  -3.164
C  -2.901  -2.711  -3.838
C  -1.560  -2.575  -3.424
S  -0.410  -1.524  -4.170
H  -1.694  -4.543  -0.757
H  -4.075  -4.765  -1.428
H  -4.837  -3.528  -3.498
H  -3.189  -2.141  -4.710
N  -1.408  0.950  -2.176
C  -2.745  0.842  -1.592
C  -2.908  -0.417  -0.713
O  -4.063  -0.813  -0.522
O  -1.843  -0.903  -0.200
H  -1.188  1.899  -2.451
H  -1.372  0.381  -3.025
H  -3.556  0.837  -2.325
H  -2.909  1.695  -0.930
N  2.024  1.675  -1.591
C  2.512  2.677  -1.902
C  3.079  3.904  -2.288
C  4.085  3.994  -3.280
N  4.903  4.100  -4.090
C  2.662  5.108  -1.664
N  2.325  6.093  -1.159
N  3.601  -2.435  1.601
C  2.847  -1.989  0.831



spin multiplicity of number 2 (C18H20BaN6O3S4)?
1



Which value of spin multiplicity does entry 2 give?
1



Copy entry 1 word for word.
Below is a molecular structure, C18H20AsF6NO12PS2SbSe4V in a non-equilibrium geometry, with properties calculated with wB97M-V/def2-TZVPD.

Properties
- HOMO-LUMO gap (spin up / spin down) (eV) = 5.1 / 5.1
- lowest unoccupied orbital energy (spin up / spin down) (hartree) = 0.0888 / 0.0899
- spin multiplicity = 2
- net charge = -2
- max |F| (hartree/bohr) = 0.172
- ⟨S²⟩ = 0.761

Positions of all 67 atoms, in Å:
V  -0.832  -0.226  -0.490
O  -0.982  -2.811  2.793
As  -1.666  -1.594  1.730
O  -0.610  -1.577  0.449
O  -2.080  -0.364  2.656
C  -2.920  -2.791  0.884
C  -3.172  -4.040  1.433
C  -3.713  -5.029  0.631
C  -4.002  -4.788  -0.707
C  -3.772  -3.535  -1.250
C  -3.214  -2.558  -0.445
S  -2.877  -0.926  -1.124
O  -3.924  -0.701  -2.056
O  -1.543  -1.114  -1.733
O  -2.774  -0.041  0.009
H  -0.126  -2.482  3.089
H  -2.907  -4.224  2.465
H  -3.899  -6.009  1.048
H  -4.385  -5.584  -1.331
H  -3.998  -3.303  -2.282
C  1.447  1.105  3.368
C  0.817  0.211  2.318
O  1.096  -0.994  2.288
O  0.037  0.780  1.479
H  2.174  0.525  3.930
H  0.664  1.474  4.029
H  1.930  1.944  2.873
Se  4.944  0.052  0.424
Sb  3.304  0.102  -1.403
Se  1.047  -0.107  -0.937
Se  4.328  2.259  -1.894
Se  4.323  -1.468  -2.934
C  -6.371  -2.495  1.670
C  -5.778  -1.122  1.523
C  -5.792  -0.476  0.289
C  -5.338  0.826  0.169
C  -4.865  1.487  1.286
C  -4.813  0.857  2.512
C  -5.261  -0.449  2.624
S  -4.535  3.233  1.149
O  -4.332  3.594  -0.217
O  -5.628  3.870  1.843
N  -3.170  3.613  2.018
C  -2.017  2.856  1.579
C  -1.293  3.563  0.431
C  -0.375  2.551  -0.222
O  0.821  2.694  -0.357
O  -0.997  1.461  -0.602
H  -5.981  -3.190  0.929
H  -7.450  -2.438  1.522
H  -6.178  -2.898  2.662
H  -6.136  -0.992  -0.597
H  -5.311  1.321  -0.791
H  -4.415  1.368  3.377
H  -5.201  -0.944  3.584
H  -3.361  3.538  3.005
H  -2.366  1.870  1.252
H  -1.332  2.689  2.414
H  -0.719  4.424  0.777
H  -2.032  3.867  -0.317
F  -0.342  -0.211  -3.634
P  -0.968  1.273  -3.979
F  0.106  1.904  -2.900
F  -2.026  0.595  -4.984
F  0.124  1.412  -5.145
F  -2.076  1.145  -2.774
F  -1.533  2.750  -4.274